Record 1
This record from the Open Molecules 2025 dataset describes 2 unconnected molecules or ions with the total composition C5H9NO. The level of theory is ωB97M-V with the def2-TZVPD basis set.

Calculated values
- Structure (SMILES): [H]/N=C1/CC(=C)CO1.[H][H]
- Kohn-Sham gap: 10.82 eV
- LUMO energy: 0.966 eV
- Max |F|: 0.665 eV/A
- Energy above the lowest of the compared OMol25 structures with the same formula, charge and spin: 289.6 kJ/mol
- HOMO: -9.9 eV

Positions of all 16 atoms, in Å:
1 H -2.2228 2.4295 -0.0363
2 N -1.4311 2.1772 0.5576
3 C -0.6213 1.4631 -0.0868
4 C 0.5725 0.7416 0.4947
5 C 0.0974 -0.5678 -0.0715
6 C -0.4637 -1.5521 0.6141
7 C -0.1189 -0.2233 -1.5202
8 O -0.7701 1.0629 -1.3971
9 H 0.6297 0.8380 1.5778
10 H 1.5081 1.0892 0.0258
11 H -0.4209 -1.5567 1.7019
12 H -1.0135 -2.3487 0.1241
13 H -0.7794 -0.9053 -2.0557
14 H 0.8217 -0.1029 -2.0764
15 H 1.9320 -1.6216 1.1132
16 H 2.4336 -1.0891 1.2431

Cartesian forces (eV/Å) of the 6 atoms listed first:
H 0.0 0.0 0.0
N 0.2 0.1 -0.4
C 0.0 0.6 0.3
C -0.3 0.1 0.1
C 0.0 -0.3 0.0
C 0.0 0.0 -0.1


Record 2
This record from the Open Molecules 2025 dataset describes a molecular structure, C24H53GaN3O8S2. The level of theory is ωB97M-V with the def2-TZVPD basis set.

Calculated values
- Kohn-Sham gap: 5.67 eV
- Total charge: -1
- LUMO energy: 1.080 eV
- Max |F|: 2.143 eV/A
- HOMO: -4.6 eV

Positions of all 91 atoms, in Å:
1 C 2.5127 1.6147 -0.1242
2 C 3.6789 1.0690 -0.9676
3 O 4.2997 2.1211 -1.7086
4 C 3.1539 -0.0696 -1.8654
5 N 3.5781 -1.3770 -1.3798
6 C 4.1544 -2.2584 -2.3838
7 C 4.6972 -3.5413 -1.7287
8 O 3.7372 -4.5318 -1.5461
9 Ga 2.6486 -4.2473 0.0096
10 C 0.9456 -3.3077 -0.6611
11 C 0.2116 -2.5463 0.4421
12 C -0.9519 -1.7092 -0.1684
13 S -2.5729 -2.5038 0.1465
14 C -3.5347 -2.2067 -1.3313
15 S -3.1483 -2.7966 -2.7665
16 N -4.7082 -1.4214 -1.0965
17 C -5.9513 -1.9906 -0.8979
18 C -6.7385 -0.9185 -0.6759
19 N -6.0558 0.2633 -0.7497
20 C -4.8245 -0.0918 -1.0061
21 H 2.9076 2.2838 0.6403
22 H 1.8383 2.1331 -0.8105
23 H 1.9728 0.7934 0.3510
24 H 4.4337 0.7363 -0.2528
25 H 3.7623 2.2921 -2.4894
26 H 3.3743 0.0656 -2.9290
27 H 2.0550 -0.0426 -1.7740
28 H 4.1517 -1.3173 -0.5535
29 H 3.4511 -2.4823 -3.1869
30 H 5.0417 -1.7566 -2.8297
31 H 5.2608 -3.3095 -0.8095
32 H 5.4454 -3.9365 -2.4434
33 H 3.4499 -3.1410 0.8941
34 H 2.3638 -5.6020 0.8159
35 H 1.2574 -2.5644 -1.4006
36 H 0.3068 -4.0575 -1.1422
37 H -0.1953 -3.2335 1.1884
38 H 0.8907 -1.8236 0.9004
39 H -0.9530 -0.6742 0.1810
40 H -0.8424 -1.7004 -1.2526
41 H -6.1896 -3.0355 -0.9251
42 H -7.7943 -0.9223 -0.4483
43 H -3.9969 0.5885 -1.1209
44 C 0.7168 4.6351 5.2133
45 O -0.6342 4.2562 5.0269
46 C -1.1272 4.5834 3.7347
47 C -1.1966 3.3651 2.8405
48 O 0.0989 2.8892 2.5118
49 C 0.4527 1.7275 3.2476
50 H 1.0537 4.2130 6.1592
51 H 1.3551 4.2560 4.4115
52 H 0.8034 5.7264 5.2664
53 H -0.5165 5.3641 3.2713
54 H -2.1389 4.9804 3.8694
55 H -1.6832 3.6472 1.9008
56 H -1.7957 2.5777 3.3071
57 H -0.1455 0.8741 2.9124
58 H 0.3134 1.8763 4.3216
59 H 1.5025 1.5114 3.0561
60 C -1.7235 -3.0488 5.8311
61 O -2.2742 -2.8058 4.5510
62 C -3.2525 -3.7649 4.1745
63 C -4.6509 -3.2065 4.3091
64 O -5.0026 -2.9970 5.6727
65 C -4.9426 -1.6345 6.0508
66 H -1.1072 -2.1908 6.0966
67 H -2.5028 -3.1711 6.5887
68 H -1.0888 -3.9413 5.8100
69 H -3.1433 -4.6835 4.7589
70 H -3.0723 -4.0099 3.1231
71 H -5.3612 -3.9348 3.9045
72 H -4.7504 -2.2817 3.7339
73 H -5.7506 -1.0695 5.5730
74 H -3.9801 -1.1869 5.7905
75 H -5.0731 -1.5825 7.1313
76 C 2.4228 1.7288 -5.1409
77 O 2.3501 3.1442 -5.0614
78 C 3.2231 3.7970 -5.9706
79 C 2.4702 4.3413 -7.1645
80 O 1.9704 3.2965 -7.9865
81 C 0.5808 3.0788 -7.8195
82 H 1.6222 1.3157 -4.5289
83 H 2.2992 1.3742 -6.1669
84 H 3.3821 1.3813 -4.7441
85 H 4.0236 3.1254 -6.2940
86 H 3.6806 4.6334 -5.4318
87 H 3.1607 4.9294 -7.7782
88 H 1.6613 5.0018 -6.8383
89 H 0.0106 3.9159 -8.2373
90 H 0.3183 2.9458 -6.7672
91 H 0.3181 2.1727 -8.3634

Cartesian forces (eV/Å) of the 6 atoms listed first:
C 0.5 -0.1 -0.4
C -0.8 0.3 0.1
O 0.1 0.0 0.0
C -0.3 -0.5 1.0
N -0.4 0.1 -0.7
C 1.3 0.4 1.0


Record 3
This record from the Open Molecules 2025 dataset describes 2 unconnected molecules or ions with the total composition C26H56O3P. The level of theory is ωB97M-V with the def2-TZVPD basis set.

Calculated values
- Kohn-Sham gap: 9.41 eV
- Total charge: +1
- LUMO energy: -2.096 eV
- Max |F|: 2.249 eV/A
- HOMO: -11.5 eV

Positions of all 86 atoms, in Å:
1 C 2.7063 -0.5154 -1.5743
2 O 2.5255 -1.8292 -2.0550
3 C 3.5223 -2.7279 -1.6076
4 C 4.9557 -2.3309 -1.9580
5 C 5.8674 -3.5604 -2.0943
6 C 6.8417 -3.8014 -0.9282
7 C 6.2717 -3.6322 0.4773
8 C 7.3463 -3.1846 1.5076
9 C 6.9438 -1.9465 2.3203
10 C 7.3157 -0.6286 1.6388
11 O 7.2852 -0.7641 0.2077
12 C 8.2159 -0.0503 -0.4689
13 O 9.4004 0.0037 -0.1786
14 H 3.2921 0.0624 -2.2861
15 H 1.7217 -0.0586 -1.5120
16 H 3.1633 -0.4908 -0.5859
17 H 3.2839 -3.6838 -2.0612
18 H 3.4500 -2.8717 -0.5240
19 H 5.3554 -1.7082 -1.1614
20 H 4.9721 -1.7258 -2.8593
21 H 5.2948 -4.4630 -2.2932
22 H 6.4752 -3.4153 -2.9851
23 H 7.1744 -4.8345 -1.0165
24 H 7.7261 -3.1915 -1.0740
25 H 5.4783 -2.8913 0.5113
26 H 5.8674 -4.5695 0.8461
27 H 8.2851 -2.9665 1.0085
28 H 7.5204 -4.0019 2.2007
29 H 7.4896 -1.9612 3.2595
30 H 5.8767 -1.9780 2.5169
31 H 8.2846 -0.2816 1.9764
32 H 6.5717 0.1226 1.8971
33 H 7.8054 0.4816 -1.3348
34 C -4.0552 2.9251 -3.6641
35 C -2.9286 3.0534 -2.6419
36 C -2.3151 1.7070 -2.2555
37 C -3.1843 0.8280 -1.3411
38 P -3.1552 1.1761 0.4227
39 C -1.4203 1.2596 0.9271
40 C -0.4491 0.1593 0.4735
41 C -0.5111 -1.1919 1.1911
42 C -0.4913 -1.1023 2.7134
43 C -3.8794 -0.2165 1.2964
44 C -5.3162 -0.6900 1.0093
45 C -6.4642 0.0466 1.7072
46 C -6.2137 0.3862 3.1723
47 C -3.7611 2.7939 0.9361
48 C -5.2403 3.2071 0.9194
49 C -5.9944 3.0635 -0.4112
50 C -6.1059 4.3800 -1.1779
51 H -4.8698 2.2927 -3.3035
52 H -4.4776 3.9021 -3.8942
53 H -3.6833 2.4966 -4.5952
54 H -3.2933 3.5848 -1.7597
55 H -2.1431 3.6788 -3.0692
56 H -1.3414 1.8739 -1.7882
57 H -2.1172 1.1410 -3.1668
58 H -2.8227 -0.2046 -1.4142
59 H -4.2129 0.7864 -1.7044
60 H -1.3970 1.3854 2.0125
61 H -1.0552 2.2102 0.5248
62 H 0.5584 0.5564 0.6115
63 H -0.5567 -0.0129 -0.6004
64 H 0.3538 -1.7710 0.8624
65 H -1.3790 -1.7693 0.8624
66 H 0.3955 -0.5710 3.0636
67 H -0.4760 -2.0990 3.1516
68 H -1.3706 -0.5908 3.1111
69 H -3.7041 -0.0847 2.3660
70 H -3.2337 -1.0495 1.0049
71 H -5.3584 -1.7354 1.3202
72 H -5.4940 -0.6956 -0.0693
73 H -7.3497 -0.5875 1.6422
74 H -6.7214 0.9492 1.1506
75 H -6.0387 -0.5151 3.7626
76 H -7.0771 0.8988 3.5940
77 H -5.3543 1.0475 3.3061
78 H -3.1688 3.5328 0.3884
79 H -3.4147 2.8838 1.9730
80 H -5.2775 4.2503 1.2380
81 H -5.7613 2.6600 1.7045
82 H -7.0054 2.7055 -0.2090
83 H -5.5313 2.3049 -1.0458
84 H -6.7155 5.0921 -0.6218
85 H -6.5788 4.2267 -2.1474
86 H -5.1283 4.8360 -1.3477

Cartesian forces (eV/Å) of the 6 atoms listed first:
C -0.3 -0.2 -0.4
O -0.1 0.0 0.3
C 0.2 0.0 -0.1
C 0.0 -0.3 0.3
C 0.4 0.3 -0.1
C -0.5 -0.5 -0.2


Record 4
This record from the Open Molecules 2025 dataset describes 6 unconnected molecules or ions with the total composition C28H35F15IN2O15P. The level of theory is ωB97M-V with the def2-TZVPD basis set.

Calculated values
- Structure (SMILES): CC(=O)OC[C@@H]1C(=O)NC[C@]1(OC#N)P(O)I.CCOC(=O)C(F)(F)F.CCOC(=O)C(F)(F)F.CCOC(=O)C(F)(F)F.CCOC(=O)C(F)(F)F.CCOC(=O)C(F)(F)F
- Kohn-Sham gap: 8.60 eV
- LUMO energy: -0.347 eV
- Max |F|: 5.044 eV/A
- HOMO: -8.9 eV

Positions of all 97 atoms, in Å:
1 C -1.2073 -2.1570 1.8193
2 C -1.6052 -1.1743 0.6972
3 O -2.5233 -0.4704 0.8552
4 O -0.8312 -1.1348 -0.4514
5 C 0.4699 -0.6403 -0.0015
6 C 1.1738 0.0510 -1.1958
7 C 2.1405 -0.9054 -1.9588
8 O 1.8631 -1.9081 -2.4674
9 N 3.4577 -0.3275 -1.8907
10 C 3.2858 1.1159 -1.6403
11 C 1.8362 1.4557 -1.0351
12 O 1.2078 2.2251 -2.1139
13 C 1.3378 3.5213 -1.9530
14 N 1.7112 4.5744 -1.8989
15 P 1.9550 2.2481 0.6679
16 O 2.3508 1.0492 1.7666
17 I 3.9125 3.7839 0.7695
18 H -0.6115 -1.6385 2.5936
19 H -0.5206 -2.9185 1.4015
20 H -2.0803 -2.6481 2.2641
21 H 1.0549 -1.5485 0.2459
22 H 0.3049 0.0058 0.8703
23 H 0.3806 0.2329 -1.9489
24 H 3.9242 -0.7201 -1.0740
25 H 4.1474 1.3444 -0.9988
26 H 3.3634 1.7455 -2.5413
27 H 1.8257 1.2802 2.5494
28 C 10.9783 2.8047 0.0474
29 C 9.8528 3.4895 -0.6992
30 O 8.8013 2.5571 -1.0049
31 C 7.9158 2.3355 -0.0348
32 O 7.9315 2.8423 1.0468
33 C 6.8379 1.3636 -0.5242
34 F 7.3555 0.3296 -1.2050
35 F 5.9667 1.9788 -1.3452
36 F 6.1291 0.8454 0.4844
37 H 11.3398 1.9417 -0.5139
38 H 11.8069 3.4946 0.2073
39 H 10.6397 2.4387 1.0175
40 H 10.2156 3.8657 -1.6547
41 H 9.4624 4.3418 -0.1428
42 C -2.5044 -0.1024 -3.4542
43 C -2.5072 1.2864 -4.0562
44 O -1.8267 1.2979 -5.3232
45 C -2.5517 0.9279 -6.3774
46 O -3.6996 0.5957 -6.3453
47 C -1.7119 1.0340 -7.6545
48 F -0.4742 0.5431 -7.4851
49 F -1.5815 2.3159 -8.0401
50 F -2.2662 0.3675 -8.6700
51 H -1.4848 -0.4843 -3.3794
52 H -2.9502 -0.0916 -2.4589
53 H -3.0636 -0.8023 -4.0766
54 H -1.9612 1.9724 -3.4085
55 H -3.5188 1.6765 -4.1599
56 C 5.6583 0.5835 7.9602
57 C 4.4763 -0.1219 7.3292
58 O 3.5470 0.8297 6.7803
59 C 3.8271 1.2826 5.5592
60 O 4.7712 0.9651 4.9014
61 C 2.7291 2.2452 5.0949
62 F 2.3620 3.0989 6.0578
63 F 1.6113 1.5745 4.7210
64 F 3.1129 2.9749 4.0463
65 H 5.3194 1.3076 8.7028
66 H 6.3195 -0.1355 8.4438
67 H 6.2315 1.1334 7.2128
68 H 3.9296 -0.6815 8.0870
69 H 4.7940 -0.8339 6.5672
70 C -7.0414 -4.6228 -0.0601
71 C -6.9000 -4.3580 1.4231
72 O -5.9627 -5.2702 2.0277
73 C -4.6774 -4.9457 1.9303
74 O -4.2437 -3.9751 1.3816
75 C -3.8196 -5.9795 2.6666
76 F -4.2153 -7.2359 2.4133
77 F -3.8874 -5.8023 3.9982
78 F -2.5311 -5.8930 2.3197
79 H -7.3086 -5.6656 -0.2414
80 H -7.8076 -3.9832 -0.4887
81 H -6.1023 -4.4372 -0.5835
82 H -7.8529 -4.5262 1.9232
83 H -6.6109 -3.3246 1.6175
84 C -6.6822 1.7924 -3.0571
85 C -6.7172 1.4417 -1.5843
86 O -7.8376 0.5888 -1.2906
87 C -7.6631 -0.7125 -1.5100
88 O -6.6647 -1.2209 -1.9250
89 C -8.9257 -1.4787 -1.1046
90 F -10.0457 -0.8715 -1.5220
91 F -9.0239 -1.5912 0.2338
92 F -8.9466 -2.7219 -1.6027
93 H -7.6315 2.2311 -3.3686
94 H -5.8818 2.5028 -3.2617
95 H -6.5224 0.9037 -3.6699
96 H -6.8564 2.3444 -0.9910
97 H -5.7843 0.9805 -1.2574

Cartesian forces (eV/Å) of the 6 atoms listed first:
C 1.2 -0.4 -0.9
C 1.1 -2.0 1.0
O -2.1 1.7 -0.4
O 0.4 0.6 0.9
C 0.4 -1.1 -1.0
C -1.7 0.5 -0.5